Record 1
The ion C5H11ClN6 with charge +2 in a non-equilibrium geometry, computed with the ωB97M-V functional and the def2-TZVPD basis.

XYZ file:
```
23
Properties=species:S:1:pos:R:3:nbo_charge:R:1
N 1.27 1.82 -0.06 0.110
H 4.84 -1.10 1.57 0.451
N 0.15 1.46 -0.01 -0.002
C 2.65 -0.36 -0.44 0.228
C -2.55 0.68 0.48 -0.553
H 2.75 -1.76 -1.82 0.423
C -1.58 -0.29 0.15 0.345
N 2.40 1.08 -0.15 -0.460
H -3.24 -0.35 2.30 0.233
H 2.58 -0.27 -2.40 0.434
Cl -1.90 -1.77 -0.26 0.324
C 3.27 -0.88 0.57 0.410
H 3.09 1.77 -0.36 0.443
N -0.30 0.14 -0.17 -0.423
N 3.90 -1.36 1.61 -0.596
H -2.87 1.23 -0.54 0.340
H 0.33 -0.69 -0.44 0.412
C -3.65 0.12 1.41 -0.610
H -1.99 1.53 1.09 0.299
N 2.26 -0.88 -1.62 -0.775
H 3.50 -2.09 2.22 0.473
H -4.23 -0.70 0.88 0.229
H -4.39 0.87 1.57 0.264
```

Values from the calculation:
SMILES string: CC/C(Cl)=[NH+]\N=N/NC(N)=C=[NH2+]
E in eV: -26803.5386
Highest occupied orbital energy in Eh: -0.6415
Charge: +2

=====

Record 2
A cluster of 2 separate species, C5H11ClS in total in a non-equilibrium geometry, computed with the ωB97M-V functional and the def2-TZVPD basis.

XYZ file:
```
18
Properties=species:S:1:pos:R:3:nbo_charge:R:1
C 0.27 -1.11 -0.52 -0.264
H -1.79 1.08 -1.07 0.176
S 1.79 -0.55 0.21 0.233
C -1.28 1.58 1.02 -0.667
C -0.39 -2.17 0.15 -0.712
H 0.21 -1.11 -1.56 0.186
H -2.24 2.27 1.34 0.214
H -1.45 -1.89 0.24 0.249
H -0.86 1.12 1.89 0.224
H 2.44 0.67 -1.71 0.224
H -0.35 -3.16 -0.37 0.220
H -0.49 2.18 0.55 0.213
H 0.97 1.29 -0.77 0.225
H 0.05 -2.38 1.17 0.217
Cl -3.08 -0.40 0.15 -0.012
H 2.52 1.86 -0.29 0.236
C 2.03 1.02 -0.75 -0.738
C -1.71 0.62 -0.13 -0.225
```

Values from the calculation:
E in eV: -28717.3270
Highest occupied orbital energy (spin up / spin down) in Eh: -0.2685 / -0.2887
Charge: 0

=====

Record 3
An isolated molecule of C5H11ClSi in a non-equilibrium geometry, computed with the ωB97M-V functional and the def2-TZVPD basis.

XYZ file:
```
18
Properties=species:S:1:pos:R:3:nbo_charge:R:1
C 0.78 -0.81 -0.38 -0.521
H 0.14 -3.16 1.04 0.180
C 1.41 2.10 -0.01 -1.136
H -2.49 1.19 0.63 0.265
Si -0.01 0.89 -0.24 1.561
H 1.64 -0.89 0.21 0.185
C 0.10 -2.04 -0.92 -0.545
H -1.61 -2.74 0.50 0.194
H -0.73 -1.58 -1.71 0.221
H -1.54 0.55 1.84 0.261
H 2.14 1.94 -0.81 0.253
H 1.12 3.15 0.24 0.250
H -1.32 2.36 1.29 0.253
C -1.42 1.27 0.95 -1.172
Cl -0.54 1.37 -2.22 -0.420
H 2.06 1.79 0.84 0.235
H 0.76 -2.72 -1.58 0.214
C -0.49 -2.69 0.31 -0.276
```

Values from the calculation:
E in eV: -25761.5273
Highest occupied orbital energy (spin up / spin down) in Eh: -0.3130 / -0.3133
Charge: 0

=====

Record 4
A cluster of 2 separate species, C5H11ClSi in total in a non-equilibrium geometry, computed with the ωB97M-V functional and the def2-TZVPD basis.

XYZ file:
```
18
Properties=species:S:1:pos:R:3:mulliken_spin:R:1
C -1.00 1.02 1.47 0.000
H -1.54 0.91 2.33 0.000
H -0.14 1.57 1.62 0.000
C -1.82 -1.69 0.56 0.000
H 2.38 1.00 -2.96 0.069
C 0.99 -0.72 -0.29 0.017
H 0.49 -1.26 2.19 0.000
C 1.92 1.70 -2.32 -0.056
Si -0.33 -0.74 1.12 -0.002
H -1.89 -2.02 -0.45 0.000
H -1.75 1.55 0.76 0.001
H 0.92 0.22 -0.83 -0.005
C 1.09 2.27 -3.10 1.901
H -2.21 -2.52 1.10 0.000
H 0.87 -1.49 -1.05 -0.001
H -2.69 -1.15 0.63 0.000
H 2.20 1.78 -1.22 0.073
Cl 2.52 -0.43 0.45 0.004
```

Values from the calculation:
2S+1: 3
E in eV: -25755.9553
Highest occupied orbital energy (spin up / spin down) in Eh: -0.3019 / -0.3630
Charge: 0
<S²>: 2.032

=====

Record 5
A structure of composition C5H11CuO4 in a non-equilibrium geometry, computed with the ωB97M-V functional and the def2-TZVPD basis.

XYZ file:
```
21
Properties=species:S:1:pos:R:3:mulliken_spin:R:1
C -0.42 -2.85 1.84 0.217
H -2.12 0.69 -1.90 -0.001
Cu -0.77 -0.36 1.01 0.705
H -1.92 2.33 -1.33 0.007
O -0.91 -1.72 2.27 0.274
H 1.83 3.40 0.02 0.000
H -0.18 1.41 -2.92 0.002
O 0.67 2.56 -1.40 0.000
C 0.89 -2.41 0.78 0.198
H 0.06 -3.50 2.58 0.008
H 1.72 1.60 0.11 0.000
C -1.50 1.31 -1.23 -0.001
C -0.10 1.33 -1.82 0.012
O -1.56 0.88 0.09 0.196
C 1.16 2.53 -0.09 -0.003
H 0.64 0.53 -1.66 -0.009
H 0.35 2.59 0.66 0.000
H -1.02 -3.38 1.08 0.012
H 1.13 -3.36 0.27 0.012
O 0.42 -1.44 0.05 0.354
H 1.61 -2.14 1.58 0.017
```

Values from the calculation:
2S+1: 3
E in eV: -58188.3108
Highest occupied orbital energy (spin up / spin down) in Eh: -0.3322 / -0.3287
Charge: 0
<S²>: 2.010

=====

Record 6
A cluster of 2 separate species, C5H11F2O3PS in total in a non-equilibrium geometry, computed with the ωB97M-V functional and the def2-TZVPD basis.

XYZ file:
```
23
Properties=species:S:1:pos:R:3:nbo_charge:R:1
H 0.02 0.18 -2.90 0.203
H 2.05 -0.49 -1.75 0.214
H -2.58 0.20 -2.61 0.223
P -0.84 -1.26 0.44 1.440
H -1.82 1.53 -1.79 0.226
C 1.58 -1.17 -1.03 -0.650
C -0.47 -0.17 -2.00 -0.130
H 1.37 2.23 2.69 0.256
H 1.75 -2.27 -1.20 0.241
O -0.82 1.06 0.84 -0.953
C 0.45 1.97 3.15 -0.869
C -1.85 0.36 -1.82 -0.657
F -0.32 -2.86 0.44 -0.608
F 0.29 -1.01 1.70 -0.620
H -2.28 0.18 -0.86 0.219
H 0.10 2.81 3.69 0.252
H 2.09 -0.79 -0.14 0.227
C 0.15 -0.74 -1.00 -0.382
S -1.01 1.69 2.11 2.382
H -2.33 0.12 2.81 0.524
H 0.64 1.01 3.75 0.273
O -1.68 0.74 3.19 -0.887
O -1.73 2.92 2.01 -0.924
```

Values from the calculation:
SMILES string: C/C=C(/C)P(F)F.CS(=O)(=O)O
E in eV: -37064.6423
Highest occupied orbital energy in Eh: -0.3493
Charge: 0

=====

Record 7
An isolated molecule of C5H11FN2 in a non-equilibrium geometry, computed with the ωB97M-V functional and the def2-TZVPD basis.

XYZ file:
```
19
Properties=species:S:1:pos:R:3:nbo_charge:R:1
H -2.04 1.53 1.91 0.173
H -0.39 1.74 -0.01 0.226
H 2.14 -0.90 0.55 0.194
H -0.64 0.61 2.31 0.168
C -1.42 0.68 1.62 0.054
H -0.13 0.56 -2.18 0.179
H 2.31 1.09 -1.57 0.365
N -0.29 -1.61 0.21 -0.866
H -1.22 -1.60 0.53 0.392
C 0.53 -0.18 -1.68 -0.225
H -1.73 0.79 -0.49 0.212
C -0.86 0.77 0.19 -0.437
H 0.37 -1.11 -2.24 0.184
H 0.05 -2.45 -0.32 0.379
H 1.80 0.84 0.77 0.171
F -2.15 -0.52 1.82 -0.386
N 1.95 0.16 -1.31 -0.640
C 0.13 -0.34 -0.22 0.079
C 1.60 -0.05 0.11 -0.221
```

Values from the calculation:
SMILES string: NC1(CCF)CNC1
E in eV: -11059.5521
Highest occupied orbital energy in Eh: -0.3193
Charge: 0

=====

Record 8
The ion C5H11FN4O with charge +2 in a non-equilibrium geometry, computed with the ωB97M-V functional and the def2-TZVPD basis.

XYZ file:
```
22
Properties=species:S:1:pos:R:3:nbo_charge:R:1
C -0.08 -1.25 -0.40 0.514
H 1.92 0.23 2.08 0.264
N 0.48 -2.29 -0.94 -0.687
H -0.58 1.88 -1.73 0.446
H -1.87 1.88 0.50 0.449
H 0.62 2.92 -1.29 0.489
H 1.48 -2.18 -1.08 0.446
O -3.22 -0.03 0.17 -0.449
C 0.86 -0.12 0.26 0.339
H 0.69 1.85 0.86 0.271
H -1.95 -1.93 -0.45 0.464
N -1.31 1.09 0.33 -0.645
N -1.35 -1.14 -0.14 -0.582
F 2.02 0.01 -0.39 -0.317
N 0.26 1.91 -1.28 -0.692
H 0.94 1.32 -1.82 0.465
C 1.16 -0.47 1.78 -0.655
C 0.09 1.28 0.10 0.071
H 0.22 -0.26 2.47 0.268
H 1.60 -1.48 1.86 0.274
C -2.07 0.01 0.29 0.791
H 0.08 -3.22 -1.21 0.476
```

Values from the calculation:
SMILES string: C[C@@]1(F)C(=[NH2+])NC(=O)N[C@@H]1[NH3+]
E in eV: -16071.6296
Highest occupied orbital energy in Eh: -0.7045
Charge: +2

=====

Copy entry 4 word for word.
A cluster of 2 separate species, C5H11ClSi in total in a non-equilibrium geometry, computed with the ωB97M-V functional and the def2-TZVPD basis.

XYZ file:
```
18
Properties=species:S:1:pos:R:3:mulliken_spin:R:1
C -1.00 1.02 1.47 0.000
H -1.54 0.91 2.33 0.000
H -0.14 1.57 1.62 0.000
C -1.82 -1.69 0.56 0.000
H 2.38 1.00 -2.96 0.069
C 0.99 -0.72 -0.29 0.017
H 0.49 -1.26 2.19 0.000
C 1.92 1.70 -2.32 -0.056
Si -0.33 -0.74 1.12 -0.002
H -1.89 -2.02 -0.45 0.000
H -1.75 1.55 0.76 0.001
H 0.92 0.22 -0.83 -0.005
C 1.09 2.27 -3.10 1.901
H -2.21 -2.52 1.10 0.000
H 0.87 -1.49 -1.05 -0.001
H -2.69 -1.15 0.63 0.000
H 2.20 1.78 -1.22 0.073
Cl 2.52 -0.43 0.45 0.004
```

Values from the calculation:
2S+1: 3
E in eV: -25755.9553
Highest occupied orbital energy (spin up / spin down) in Eh: -0.3019 / -0.3630
Charge: 0
<S²>: 2.032